A:
DFT (ωB97M-V/def2-TZVPD) results for 11 unconnected molecules or ions with the total composition C44H66O33.

CARTESIAN COORDINATES (ANGSTROEM)
C -6.45721 -1.18314 -3.86513
C -6.66815 0.25086 -3.47310
C -8.04175 0.54213 -2.83858
O -7.73323 1.46609 -1.78268
C -6.40611 1.45763 -1.54660
O -5.85416 2.14683 -0.74725
O -5.75091 0.67674 -2.43886
H -6.52887 -1.81279 -2.98180
H -5.57723 -1.31268 -4.48788
H -7.31081 -1.48024 -4.48649
H -6.56408 1.00785 -4.25342
H -8.55535 -0.32191 -2.41607
H -8.67883 1.06564 -3.54682
C 0.94065 -2.84220 -1.47675
C 1.54531 -3.25003 -0.16469
C 1.07586 -4.56200 0.49687
O 2.29259 -5.14384 0.95938
C 3.34768 -4.58953 0.34282
O 4.47566 -4.95142 0.38972
O 2.93305 -3.56701 -0.45479
H -0.13002 -2.62882 -1.52241
H 1.22154 -3.42864 -2.35000
H 1.35524 -1.85327 -1.70587
H 1.54023 -2.41632 0.54158
H 0.53685 -5.24389 -0.15313
H 0.50105 -4.25147 1.36895
C 4.14809 4.07052 4.08015
C 4.84152 3.34357 2.95412
C 3.95489 2.53855 2.00175
O 4.61643 2.69047 0.74785
C 5.46643 3.74672 0.80689
O 6.08027 4.13435 -0.13987
O 5.48879 4.26995 2.03716
H 4.78292 4.89730 4.39971
H 3.94802 3.39831 4.90975
H 3.22521 4.52971 3.72070
H 5.68110 2.75332 3.33963
H 3.00083 3.06710 1.93551
H 3.82400 1.52979 2.37779
C 3.88215 -1.95866 2.74843
C 3.05307 -2.95722 3.50808
C 3.75580 -4.21596 4.04885
O 3.27499 -4.39476 5.37356
C 2.63373 -3.25672 5.73901
O 2.21262 -3.05718 6.83202
O 2.60951 -2.35680 4.74838
H 4.14629 -2.36492 1.76499
H 4.80748 -1.73471 3.27444
H 3.27605 -1.08266 2.51012
H 2.18256 -3.27031 2.92462
H 4.84080 -4.06040 4.03328
H 3.59404 -5.06666 3.38867
C -2.72800 3.54751 2.07084
C -1.79481 2.91076 3.06616
C -0.28926 3.06136 2.83602
O 0.22298 3.47138 4.10878
C -0.79059 3.96381 4.86640
O -0.62581 4.56399 5.87766
O -1.97240 3.69240 4.29918
H -2.49060 3.13006 1.08166
H -2.61813 4.62592 2.01621
H -3.74996 3.21209 2.22748
H -2.00347 1.88050 3.32492
H 0.01567 3.75800 2.05408
H 0.13843 2.07981 2.63960
C 2.08237 3.76913 -3.92230
C 2.72503 3.41876 -2.57051
C 3.79682 4.41647 -2.13214
O 3.11776 5.11761 -1.04555
C 2.06786 4.40852 -0.63661
O 1.44851 4.59568 0.36088
O 1.76274 3.41733 -1.52668
H 1.36412 4.57158 -3.72578
H 1.53869 2.91989 -4.32784
H 2.83903 4.15555 -4.60072
H 3.15156 2.42279 -2.70061
H 4.03760 5.17716 -2.86837
H 4.68663 3.99159 -1.67038
C -6.96509 -2.05656 -0.28930
C -5.82842 -1.72292 0.62058
C -4.49871 -1.50361 -0.08154
O -3.81492 -0.69353 0.90436
C -4.75762 -0.02270 1.61812
O -4.54260 0.91357 2.31069
O -6.00337 -0.48472 1.31961
H -7.15193 -1.32420 -1.07263
H -7.88009 -2.27897 0.25873
H -6.72480 -2.98355 -0.82356
H -5.65293 -2.49878 1.37248
H -4.49903 -0.89197 -0.98435
H -4.04126 -2.47503 -0.25450
C -0.66426 -0.82073 3.21872
C -1.19340 -0.75956 4.63071
C -0.33608 -1.31398 5.76648
O -0.83296 -0.58572 6.88973
C -1.42952 0.55532 6.44871
O -1.85288 1.41161 7.14523
O -1.47018 0.55645 5.09326
H -1.51753 -0.57955 2.57751
H -0.56969 -1.88835 2.96790
H 0.26935 -0.31982 2.98421
H -2.10329 -1.37511 4.64230
H 0.73059 -1.17859 5.60849
H -0.55566 -2.36935 5.91338
C 4.65417 0.05040 -0.84342
C 4.63857 0.17687 -2.34562
C 5.65954 -0.68471 -3.11280
O 4.85319 -1.50503 -3.97603
C 3.55811 -1.31813 -3.69523
O 2.64475 -1.96675 -4.10858
O 3.37815 -0.32195 -2.81081
H 3.92258 0.74642 -0.44399
H 5.61444 0.22852 -0.35933
H 4.38346 -0.97363 -0.56725
H 4.76104 1.20597 -2.68430
H 6.27460 -1.33160 -2.49043
H 6.31005 -0.03667 -3.69771
C -2.32586 1.45505 -1.41768
C -1.09426 0.67963 -1.03157
C 0.06587 0.74877 -1.99013
O 1.13535 0.44623 -1.09295
C 0.80659 0.81441 0.16266
O 1.59804 0.79442 1.04640
O -0.53245 1.05085 0.23147
H -2.59469 1.34183 -2.47285
H -2.08284 2.51556 -1.30651
H -3.21475 1.11662 -0.89250
H -1.38328 -0.37815 -0.92786
H 0.19250 1.78914 -2.29778
H -0.01058 0.02364 -2.79028
C -1.69785 -2.82168 -7.27834
C -1.39481 -3.25290 -5.86418
C -0.33365 -2.37212 -5.14318
O -0.99786 -1.98134 -3.94441
C -2.24006 -2.48852 -3.87513
O -2.94666 -2.39089 -2.92133
O -2.56587 -3.08933 -5.02955
H -2.39739 -3.54022 -7.69984
H -0.78541 -2.83548 -7.87977
H -2.01870 -1.78167 -7.28887
H -1.16169 -4.30976 -5.73289
H -0.16518 -1.45658 -5.71194
H 0.60981 -2.90385 -5.07575

Values from the calculation:
**Orbital gap**: 9.51 eV
**LUMO**: -0.13 eV
**E_HOMO**: -9.631 eV
**SMILES**: C[C@H]1COC(=O)O1.C[C@H]1COC(=O)O1.C[C@H]1COC(=O)O1.C[C@H]1COC(=O)O1.C[C@H]1COC(=O)O1.C[C@H]1COC(=O)O1.C[C@H]1COC(=O)O1.C[C@H]1COC(=O)O1.C[C@H]1COC(=O)O1.C[C@H]1COC(=O)O1.C[C@H]1COC(=O)O1
**Total charge**: 0

B:
DFT (ωB97M-V/def2-TZVPD) results for 11 unconnected molecules or ions with the total composition C44H66O33.

CARTESIAN COORDINATES (ANGSTROEM)
C 3.32642 -6.29589 0.29260
C 2.40546 -5.18548 0.94984
C 3.00942 -4.50021 2.22705
O 3.40336 -3.25032 1.83742
C 2.82487 -3.00160 0.68208
O 2.93959 -1.90277 0.11008
O 2.24612 -4.05455 0.06563
H 2.97996 -7.31795 0.44576
H 4.36393 -6.27565 0.62616
H 3.28911 -6.11023 -0.78082
H 1.40004 -5.60059 1.01997
H 3.93756 -5.06864 2.28650
H 2.50074 -4.61667 3.18402
C -2.48545 -5.54556 -1.05936
C -3.53626 -5.23182 -0.03259
C -3.51501 -5.55902 1.45528
O -3.80448 -4.31222 2.11969
C -3.77455 -3.42098 1.25514
O -4.15104 -2.28847 1.41057
O -3.46492 -3.87646 0.13316
H -2.71163 -6.60797 -1.15016
H -1.48034 -5.31708 -0.70490
H -2.55753 -5.10221 -2.05251
H -4.54667 -5.39574 -0.40716
H -2.47138 -5.85330 1.56640
H -4.15308 -6.29306 1.94736
C -4.60491 6.23630 -5.82774
C -4.35603 5.96581 -4.33145
C -5.31931 5.09340 -3.55374
O -4.55864 4.40584 -2.58730
C -3.21834 4.51127 -3.03086
O -2.34261 3.74704 -2.67551
O -3.12294 5.44383 -3.97901
H -3.84874 6.94229 -6.17109
H -5.55037 6.76062 -5.96668
H -4.40930 5.34431 -6.42288
H -4.42065 6.90491 -3.78189
H -5.79217 4.43436 -4.28187
H -6.05685 5.71651 -3.04789
C 1.03389 -0.91290 5.35196
C 2.41793 -1.15504 4.58899
C 3.41591 0.03199 4.49747
O 4.66490 -0.43444 4.98585
C 4.46330 -1.63110 5.54205
O 5.31168 -2.16740 6.18269
O 3.21818 -2.07355 5.31352
H 0.71212 0.12712 5.40611
H 1.22197 -1.24584 6.37268
H 0.18993 -1.44834 4.91705
H 2.15571 -1.58471 3.62218
H 2.82492 0.81003 4.98067
H 3.60844 0.13255 3.42933
C 2.68201 3.98663 2.07242
C 1.94459 3.97740 3.40061
C 0.95669 5.14270 3.70494
O -0.33501 4.61336 3.82157
C -0.24614 3.26582 3.63111
O -1.24470 2.51672 3.61656
O 1.05088 2.92581 3.43088
H 3.41963 3.20148 2.23840
H 3.33809 4.83464 1.87607
H 2.04609 3.72823 1.22570
H 2.67653 3.78253 4.18444
H 0.87846 5.83344 2.86538
H 1.25506 5.69553 4.59570
C 8.36238 -3.13496 1.21528
C 7.11481 -2.47022 1.88966
C 7.59763 -1.32301 2.66914
O 6.62801 -0.34186 2.57521
C 5.78793 -0.62353 1.53881
O 4.96713 0.20245 1.14754
O 6.22134 -1.80636 0.97073
H 9.12188 -2.53249 0.71701
H 8.13083 -3.89886 0.47302
H 8.96981 -3.63142 1.97202
H 6.48909 -3.18893 2.41884
H 8.53172 -0.95818 2.24197
H 7.86215 -1.57463 3.69618
C 0.54661 8.44990 -2.18932
C -0.38055 7.20794 -2.06654
C 0.10165 6.22166 -0.96462
O -1.06460 5.95323 -0.24899
C -1.94519 6.97690 -0.44835
O -2.83143 7.34548 0.31633
O -1.60368 7.57258 -1.62675
H 0.28077 8.84740 -3.16882
H 1.56184 8.06779 -2.29613
H 0.65141 9.19305 -1.39885
H -0.40733 6.74454 -3.05276
H 0.80710 6.86675 -0.44089
H 0.78163 5.44177 -1.30738
C 2.40040 -5.64116 -3.64924
C 1.56208 -4.47543 -4.05052
C 0.14566 -4.61542 -3.57822
O -0.18333 -3.43692 -2.86726
C 0.85578 -2.54925 -2.94679
O 0.83088 -1.37326 -2.73058
O 1.95106 -3.26462 -3.44536
H 2.92182 -5.56037 -2.69546
H 3.12822 -5.79114 -4.44666
H 1.85534 -6.57720 -3.52744
H 1.47266 -4.38470 -5.13305
H -0.01171 -5.39401 -2.83181
H -0.43453 -4.66428 -4.49968
C -2.66385 -0.80225 -3.17800
C -2.96946 -2.26526 -3.19103
C -4.41055 -2.57158 -2.73138
O -4.60561 -3.73496 -3.56014
C -3.79260 -3.72507 -4.60595
O -3.80083 -4.47563 -5.57814
O -2.88142 -2.79332 -4.41607
H -2.47481 -0.68918 -2.11049
H -3.42209 -0.12978 -3.57920
H -1.68807 -0.57244 -3.60596
H -2.34453 -2.84158 -2.50882
H -5.22559 -1.87120 -2.91378
H -4.27158 -2.69989 -1.65791
C -0.30833 2.15428 -0.24756
C 0.29049 0.73416 -0.32322
C 1.14652 0.50006 0.87976
O 0.32160 -0.20487 1.77962
C -0.69708 -0.77307 1.06759
O -1.48610 -1.57990 1.49342
O -0.73757 -0.20035 -0.18533
H -0.41102 2.47294 0.78976
H -1.27087 2.17285 -0.75869
H 0.40303 2.72383 -0.84562
H 0.87764 0.54912 -1.22272
H 1.46058 1.41073 1.38980
H 2.04482 -0.09164 0.70357
C -3.62532 3.10232 0.64163
C -3.99381 1.63285 0.73942
C -4.39761 1.03324 2.05971
O -5.56779 0.37727 1.94344
C -6.03230 0.49480 0.64571
O -6.94636 -0.13957 0.11303
O -5.23710 1.41517 0.04707
H -3.39376 3.69281 1.52808
H -4.51172 3.64793 0.31804
H -2.98313 3.46334 -0.16171
H -3.22794 1.07390 0.20173
H -4.40036 1.78489 2.84909
H -3.57731 0.37135 2.33742

Values from the calculation:
**Orbital gap**: 9.77 eV
**LUMO**: 0.12 eV
**E_HOMO**: -9.648 eV
**SMILES**: C[C@H]1COC(=O)O1.C[C@H]1COC(=O)O1.C[C@H]1COC(=O)O1.C[C@H]1COC(=O)O1.C[C@H]1COC(=O)O1.C[C@H]1COC(=O)O1.C[C@H]1COC(=O)O1.C[C@H]1COC(=O)O1.C[C@H]1COC(=O)O1.C[C@H]1COC(=O)O1.C[C@H]1COC(=O)O1
**Total charge**: 0

A ends up most stable, edging out the next structure by 7.130 eV.

A:
DFT (ωB97M-V/def2-TZVPD) results for 3 unconnected molecules or ions with the total composition C2H3Cl3NO.

CARTESIAN COORDINATES (ANGSTROEM)
C 1.46813 -0.75341 1.15352
C 1.55110 -1.86564 0.45533
N -0.16186 1.07772 -1.70766
O -1.24906 1.58740 -1.81444
Cl 1.94476 2.45581 0.70846
Cl 2.24685 -3.33372 0.96254
Cl 0.90601 -1.81480 -1.09940
H 0.88962 0.15523 0.85594
H 1.90705 -0.58399 2.13088
H 0.14119 1.07057 -0.71707

Values from the calculation:
**Orbital gap**: 7.26 eV
**LUMO**: 2.89 eV
**E_HOMO**: -4.369 eV
**Total charge**: -1

B:
DFT (ωB97M-V/def2-TZVPD) results for a molecular structure, C2H3Cl3NO.

CARTESIAN COORDINATES (ANGSTROEM)
C -0.64542 0.14502 -0.54092
C 0.32555 -0.78229 -0.10484
N -0.24423 1.45915 0.81793
O 0.92422 1.95119 0.55824
Cl -0.03515 -2.48631 -1.57218
Cl 1.95702 -0.54726 -0.43994
Cl -0.12081 -1.52945 1.44703
H -1.65240 0.15926 -0.47467
H -0.21190 0.61191 -1.36507
H -0.29689 1.01879 1.67442

Values from the calculation:
**Orbital gap (spin up / spin down)**: 7.04 / 6.11 eV
**LUMO (spin up / spin down)**: 3.49 / 3.49 eV
**E_HOMO (spin up / spin down)**: -3.545 / -2.624 eV
**Total charge**: -1

A ends up most stable, edging out the next structure by 1.983 eV.

A:
DFT (ωB97M-V/def2-TZVPD) results for a molecular structure, C18H27N2O5PbSSiTe.

CARTESIAN COORDINATES (ANGSTROEM)
Pb -0.29335 -0.52326 -0.68416
C -0.77620 1.60387 2.83796
C -1.12879 0.16299 2.79433
N -1.17007 -0.63111 1.73523
C -1.52763 -1.87655 2.19142
C -1.74719 -1.82505 3.53506
N -1.48457 -0.52929 3.89479
C -2.14969 -2.78901 4.59717
O -2.39973 -4.00692 4.21897
O -2.22450 -2.37939 5.74308
C -1.58394 -3.05435 1.26761
O -1.90701 -4.15399 1.80417
O -1.20109 -2.86996 0.10638
H -0.46667 1.94130 1.85493
H 0.04843 1.77654 3.53115
H -1.62984 2.20282 3.16068
H -1.55674 -0.21082 4.84909
H -2.27893 -4.10612 3.14869
Te 0.32045 2.40226 -0.97594
C -1.56948 3.10066 -0.33360
C -2.72772 2.33555 -0.46864
C -3.94605 2.79755 0.01039
C -4.03290 4.03769 0.62660
C -2.88792 4.81010 0.75984
C -1.66741 4.34487 0.28886
H -2.67888 1.36334 -0.94315
H -4.83055 2.18194 -0.09876
H -4.98267 4.39740 1.00112
H -2.94090 5.77915 1.24219
H -0.77815 4.95015 0.40935
C 0.52716 -1.90509 -4.44635
S 0.74337 -0.26078 -3.77086
C -0.76754 0.44871 -4.40141
O 1.86530 0.36699 -4.52537
H 0.55079 -1.82450 -5.53265
H -0.41062 -2.32672 -4.09273
H 1.35859 -2.50873 -4.09353
H -0.70521 0.43191 -5.48914
H -0.80715 1.46910 -4.02600
H -1.62034 -0.11953 -4.03709
C 3.88952 0.85848 -0.79795
Si 3.35976 -0.90520 -0.47335
C 4.65173 -1.67124 0.66100
C 3.44224 -1.85974 -2.08972
C 1.70113 -1.01458 0.31741
H 4.87169 0.87197 -1.27402
H 3.95577 1.42062 0.13476
H 3.19466 1.38736 -1.45410
H 5.64236 -1.63752 0.20102
H 4.41530 -2.71467 0.87481
H 4.70265 -1.14304 1.61449
H 4.47840 -2.09125 -2.34295
H 3.02837 -1.28216 -2.91695
H 2.90007 -2.80464 -2.01254
H 1.68396 -0.37498 1.20509
H 1.54771 -2.04312 0.66332

Values from the calculation:
**Orbital gap**: 6.91 eV
**LUMO**: 2.36 eV
**E_HOMO**: -4.548 eV
**Total charge**: -1

B:
DFT (ωB97M-V/def2-TZVPD) results for a molecular structure, C18H27N2O5PbSSiTe.

CARTESIAN COORDINATES (ANGSTROEM)
Pb 0.39852 -0.26036 -0.16356
C -2.88481 -2.49916 -0.28641
C -2.75248 -1.52772 0.83574
N -1.68176 -0.82292 1.15272
C -2.02114 -0.04355 2.25082
C -3.31946 -0.31877 2.59605
N -3.75219 -1.25147 1.69245
C -4.28173 0.14888 3.63266
O -3.84909 1.04422 4.45478
O -5.40298 -0.33975 3.63960
C -1.07092 0.93409 2.89946
O -1.53036 1.59743 3.88360
O 0.05232 1.05204 2.39778
H -1.96703 -2.52153 -0.87070
H -3.70952 -2.20431 -0.93977
H -3.08884 -3.50238 0.09212
H -4.69079 -1.61774 1.71577
H -2.81867 1.29246 4.20660
Te 0.44147 -2.34454 -2.22196
C 0.16806 -4.08496 -1.03957
C 0.58437 -4.15640 0.29096
C 0.35201 -5.29585 1.05238
C -0.30040 -6.38919 0.49715
C -0.71554 -6.33167 -0.82832
C -0.48276 -5.19182 -1.58762
H 1.08907 -3.30823 0.74341
H 0.68061 -5.32953 2.08464
H -0.48722 -7.27680 1.08921
H -1.23297 -7.17355 -1.27283
H -0.80993 -5.15002 -2.62083
C 3.82069 1.69746 -0.91470
S 3.04384 0.29155 -1.75359
C 4.06726 -0.97823 -0.97685
O 3.46558 0.36549 -3.17570
H 4.85798 1.76459 -1.24413
H 3.74219 1.56467 0.16727
H 3.26870 2.58673 -1.22178
H 5.09631 -0.80384 -1.29294
H 3.70885 -1.94023 -1.34245
H 3.96001 -0.92084 0.10768
C -0.80060 0.73308 -4.44364
Si -0.80222 1.93696 -2.99610
C -2.18631 3.17842 -3.37563
C 0.79669 2.93516 -3.03012
C -1.10061 1.11758 -1.35670
H -0.60934 1.26232 -5.38447
H -1.77136 0.23198 -4.52798
H -0.03602 -0.04148 -4.33829
H -2.00819 3.69044 -4.32732
H -2.24472 3.94160 -2.59000
H -3.16193 2.68414 -3.43318
H 0.76694 3.68712 -3.82575
H 1.66335 2.29039 -3.21101
H 0.94968 3.46461 -2.08050
H -1.99827 0.48985 -1.45101
H -1.34855 1.90688 -0.63164

Values from the calculation:
**Orbital gap**: 7.04 eV
**LUMO**: 2.32 eV
**E_HOMO**: -4.714 eV
**Total charge**: -1

A ends up most stable, edging out the next structure by 0.175 eV.

A:
DFT (ωB97M-V/def2-TZVPD) results for CH5OP in the gas phase.

CARTESIAN COORDINATES (ANGSTROEM)
O 0.79706 -0.93130 0.89508
C 0.54713 0.07996 0.04077
P -1.10243 -0.16484 -0.78674
H 0.07151 -1.10179 1.46612
H 0.88364 0.97058 0.41052
H 1.38887 -0.13867 -0.91567
H -1.59089 0.13702 0.44522
H -0.99489 1.14904 -1.55530

Values from the calculation:
**Orbital gap**: 10.53 eV
**LUMO**: 0.75 eV
**E_HOMO**: -9.779 eV
**SMILES**: OCP
**Total charge**: 0

B:
DFT (ωB97M-V/def2-TZVPD) results for 2 unconnected molecules or ions with the total composition CH5OP.

CARTESIAN COORDINATES (ANGSTROEM)
C -0.49242 0.44939 0.18065
O -1.42855 -0.52099 -0.03969
P 1.35433 -0.33141 0.10683
H -0.52435 1.10072 -0.65805
H -0.66442 1.00396 1.60903
H -1.20384 -1.21323 0.53759
H 0.98549 -1.05328 -0.98643
H 1.97375 0.56483 -0.74992

Values from the calculation:
**Orbital gap**: 10.31 eV
**LUMO**: 0.81 eV
**E_HOMO**: -9.491 eV
**Total charge**: 0

A ends up most stable, edging out the next structure by 0.763 eV.